{
  "formula": "C28H28As2N6W",
  "method": "ωB97M-V/def2-TZVPD",
  "species": ["W", "C", "C", "N", "C", "C", "N", "C", "C", "C", "C", "C", "N", "C", "C", "N", "C", "C", "N", "C", "C", "C", "N", "C", "C", "H", "H", "H", "H", "H", "H", "H", "H", "H", "H", "H", "H", "C", "As", "C", "C", "C", "C", "C", "C", "C", "As", "C", "C", "H", "H", "H", "H", "H", "H", "H", "H", "H", "H", "H", "H", "H", "H", "H", "H"],
  "xyz": [[-0.071783, -0.782081, -0.546128], [-4.288372, -0.732794, -1.322927], [-2.989771, -1.107749, -1.010229], [-2.029778, -0.165233, -0.917328], [-2.343121, 1.128985, -1.143710], [-3.652694, 1.459550, -1.461627], [-4.605866, 0.539111, -1.541868], [-1.184439, 2.024422, -1.033571], [-1.194246, 3.372272, -1.211754], [0.012695, 4.127568, -1.128931], [1.195544, 3.371173, -0.885595], [1.132020, 2.024241, -0.706005], [-0.041868, 1.321267, -0.747901], [2.270191, 1.133458, -0.447548], [3.613847, 1.477951, -0.404906], [4.561910, 0.577908, -0.178942], [4.198984, -0.684304, 0.023763], [2.867113, -1.071301, -0.003692], [1.907359, -0.155374, -0.257227], [0.035059, 5.553597, -1.297273], [-1.135801, 6.318290, -1.141282], [-1.056739, 7.690063, -1.293840], [0.071047, 8.334566, -1.609827], [1.180290, 7.606059, -1.775552], [1.223980, 6.233479, -1.620120], [-5.077884, -1.472907, -1.391756], [-2.723297, -2.141992, -0.823377], [-3.943316, 2.484991, -1.659525], [-2.120761, 3.869272, -1.460636], [2.149384, 3.873746, -0.816857], [3.935849, 2.500779, -0.562588], [4.979720, -1.409921, 0.223189], [2.573648, -2.094542, 0.197325], [-2.082173, 5.879672, -0.857078], [-1.936073, 8.307972, -1.160180], [2.073043, 8.155090, -2.048399], [2.155797, 5.718280, -1.807561], [0.882030, -0.401938, 3.056454], [-0.355401, -1.338792, 1.919079], [-2.109411, -0.977682, 2.617899], [0.023619, -3.212270, 2.088002], [0.031433, -3.744152, 3.374667], [0.344174, -5.084822, 3.564702], [0.655877, -5.890161, 2.476303], [0.645225, -5.364274, 1.189150], [0.328176, -4.023907, 0.988652], [0.177979, -3.388613, -0.823430], [-1.293650, -4.406986, -1.577996], [1.715121, -4.027213, -1.828464], [0.646331, -0.712876, 4.074531], [0.747860, 0.674469, 2.968727], [1.902229, -0.691489, 2.816479], [-2.078680, -1.248230, 3.673633], [-2.853381, -1.586357, 2.109519], [-2.339010, 0.081967, 2.523545], [-0.199970, -3.132908, 4.239499], [0.346509, -5.498240, 4.565129], [0.902759, -6.933462, 2.626729], [0.879429, -6.017897, 0.356718], [-0.922964, -5.429702, -1.639048], [-1.544150, -4.049598, -2.574872], [-2.153218, -4.374513, -0.912082], [2.243797, -4.737162, -1.195063], [2.381821, -3.223248, -2.128466], [1.335978, -4.525514, -2.718511]],
  "atomic_forces_ev_per_a": [[-0.029, 0.430, -0.408], [-0.079, 0.047, -0.066], [0.013, 0.139, 0.080], [-0.247, 0.014, 0.042], [0.135, 0.018, 0.012], [-0.196, 0.000, -0.046], [0.132, -0.009, 0.040], [0.064, -0.257, 0.060], [0.081, 0.255, -0.033], [0.005, -0.356, -0.004], [-0.084, 0.250, -0.044], [-0.059, -0.273, 0.043], [0.032, 0.246, -0.189], [-0.138, 0.018, -0.028], [0.192, 0.005, 0.024], [-0.148, -0.006, -0.002], [0.086, 0.029, 0.023], [-0.027, 0.107, 0.032], [0.281, 0.075, 0.059], [-0.016, 0.164, -0.018], [0.114, -0.068, -0.007], [0.042, 0.319, -0.054], [0.000, -0.548, 0.055], [-0.043, 0.341, -0.033], [-0.111, -0.089, 0.017], [-0.002, 0.016, -0.018], [0.017, -0.020, 0.016], [-0.013, -0.012, 0.010], [0.009, 0.018, 0.021], [-0.018, 0.019, 0.009], [0.015, -0.011, 0.008], [0.004, 0.011, -0.008], [-0.029, -0.028, 0.000], [-0.004, 0.012, 0.005], [-0.004, 0.006, 0.008], [0.006, 0.006, 0.003], [0.006, 0.011, 0.009], [0.011, 0.041, -0.020], [0.015, -0.343, 0.110], [-0.049, 0.019, -0.038], [0.036, -0.023, 0.099], [0.039, -0.077, -0.025], [-0.001, -0.010, -0.006], [0.001, 0.001, 0.007], [-0.002, 0.021, 0.108], [0.003, -0.109, -0.007], [0.026, -0.543, 0.092], [-0.011, 0.119, 0.018], [-0.023, 0.090, -0.013], [0.054, 0.035, 0.052], [-0.014, 0.016, 0.007], [0.022, 0.003, 0.024], [-0.063, -0.003, 0.032], [-0.028, -0.013, 0.017], [-0.015, 0.021, 0.021], [-0.001, 0.004, 0.007], [0.002, -0.001, -0.011], [-0.006, 0.011, 0.003], [-0.006, 0.000, -0.015], [-0.061, -0.056, -0.016], [0.007, -0.003, -0.025], [-0.019, -0.035, 0.001], [0.043, -0.035, -0.034], [0.021, 0.019, 0.014], [0.030, -0.030, -0.022]],
  "nbo_charge": [1.448, 0.058, 0.019, -0.517, 0.171, 0.077, -0.226, 0.181, -0.201, 0.280, -0.223, 0.259, -0.655, 0.143, 0.082, -0.229, 0.053, 0.017, -0.511, -0.155, -0.172, 0.057, -0.261, 0.057, -0.171, 0.273, 0.240, 0.257, 0.268, 0.266, 0.255, 0.272, 0.244, 0.223, 0.243, 0.243, 0.224, -0.922, 1.168, -0.924, -0.384, -0.183, -0.129, -0.145, -0.128, -0.382, 0.926, -0.883, -0.894, 0.289, 0.268, 0.261, 0.291, 0.263, 0.267, 0.240, 0.274, 0.274, 0.232, 0.286, 0.271, 0.256, 0.278, 0.255, 0.287],
  "spin_multiplicity": 3,
  "orbital_gap_ev": [4.056, 4.380],
  "s_squared": 2.031,
  "charge": 4
}